# C5H11OP

An isolated molecule of C5H11OP in a non-equilibrium geometry (ωB97M-V/def2-TZVPD, the Open Molecules 2025 dataset).

Geometry as XYZ:
```
18
Properties=species:S:1:pos:R:3:lowdin_charge:R:1
C 0.84293 -1.04580 -0.14275 -0.118
C 0.11429 0.12749 0.45934 -0.715
C 0.98928 1.00010 1.47547 -0.068
C -1.08224 -0.48873 1.24056 -0.131
P -0.78877 1.37902 -0.70149 1.098
C -0.35987 0.50516 -2.50559 -0.299
O -1.54843 0.24381 -1.73827 -0.470
H 1.87071 -0.68346 -0.44591 0.093
H 0.92041 -1.98551 0.52398 0.114
H 0.16664 -1.20881 -1.04223 0.058
H 0.77880 0.52417 2.38513 0.054
H 0.64527 1.96177 1.51185 0.020
H 1.97969 0.95772 1.17401 0.049
H -2.08730 0.04931 1.29693 0.101
H -1.28420 -1.35727 0.78721 0.019
H -0.86183 -0.83259 2.19743 0.054
H -0.54514 1.22931 -3.21194 -0.027
H 0.24975 -0.37569 -3.26373 0.166
```

Summary:
multiplicity	1
structure (SMILES)	CC(C)(C)P1CO1
net charge	0
energy relative to the best compared isomer or geometry (same formula, charge and spin)	88.3	kcal per mole
HOMO level	-0.3321	Ha
Kohn-Sham gap	9.29	eV
electronic energy	-613.5607	Ha

---

# ClH16NaO12

A structure of composition ClH16NaO12 in a non-equilibrium geometry (ωB97M-V/def2-TZVPD, the Open Molecules 2025 dataset).

Geometry as XYZ:
```
30
Properties=species:S:1:pos:R:3:lowdin_charge:R:1
Na -19.02362 13.19702 -6.96402 0.923
Cl -17.85385 15.41832 -10.40160 0.769
O -16.89317 14.44836 -10.97409 -0.117
O -18.05255 15.09214 -8.99075 -0.279
O -17.52028 16.81468 -10.67476 -0.168
O -19.08739 15.12666 -11.10802 -0.117
O -16.10878 17.69873 -7.83079 -0.060
H -15.98633 18.55719 -7.42547 0.040
H -16.70636 17.86102 -8.56072 -0.025
O -16.46269 17.79653 -13.91388 -0.041
H -16.21955 17.48063 -13.04364 0.000
H -15.76623 17.47798 -14.48808 0.039
O -21.63331 17.09250 -9.49971 -0.033
H -21.05873 16.44820 -9.91318 -0.003
H -21.82110 17.72601 -10.19227 0.053
O -19.98407 14.91856 -14.32685 -0.027
H -20.52507 14.64492 -13.58612 0.021
H -19.28806 15.44533 -13.93403 0.016
O -15.04068 13.04178 -8.39723 -0.032
H -15.40109 13.20805 -9.26826 0.001
H -15.49936 12.25856 -8.09323 0.022
O -13.78657 15.75818 -9.91270 -0.029
H -14.43803 15.97878 -10.57842 0.005
H -12.94433 15.90319 -10.34378 0.045
O -17.77239 12.07111 -13.37356 -0.033
H -17.56691 12.59610 -12.60001 -0.012
H -18.05373 11.22626 -13.02241 0.036
O -18.86357 18.47229 -8.13512 -0.037
H -19.33284 18.55484 -7.30494 0.052
H -19.19029 17.65691 -8.51543 -0.008
```

Summary:
multiplicity	2
net charge	+1
HOMO level (spin up / spin down)	-0.4884 / -0.4882	Ha
Kohn-Sham gap (spin up / spin down)	7.74 / 3.43	eV
electronic energy	-1534.3083	Ha

---

# C5H16N2O

A cluster of 3 separate species, C5H16N2O in total (ωB97M-V/def2-TZVPD, the Open Molecules 2025 dataset).

Geometry as XYZ:
```
24
Properties=species:S:1:pos:R:3:lowdin_charge:R:1
H 2.46298 1.28246 1.17057 0.072
N 2.13903 0.61618 0.47236 0.086
C 2.10128 1.03267 -0.71358 -0.279
C 1.66200 0.15121 -1.82451 -0.073
H 2.39354 2.04717 -1.01292 0.115
H 2.49413 0.00534 -2.51352 0.082
H 1.32703 -0.81041 -1.44579 0.065
H 0.85852 0.63070 -2.37927 0.068
N -1.37383 -2.59135 1.61427 0.014
C -0.11881 -1.93426 1.84583 -0.382
O 0.57952 -1.72208 0.63371 -0.126
H -1.20967 -3.48367 1.15796 0.068
H -1.93785 -2.02902 0.98347 0.060
H -0.32136 -0.97695 2.34693 0.110
H 0.47999 -2.56660 2.51981 0.112
H 1.24170 -1.00434 0.74170 0.013
C -1.37710 1.18704 0.24231 -0.170
C -1.81453 1.64922 -1.13994 -0.165
H -0.91940 2.00598 0.79353 0.066
H -2.23374 0.83192 0.81177 0.065
H -0.65721 0.37862 0.16122 0.025
H -0.97392 2.06812 -1.69027 0.047
H -2.58277 2.41572 -1.06431 0.061
H -2.21951 0.81635 -1.71133 0.066
```

Summary:
multiplicity	1
structure (SMILES)	[H]/N=C/C.NCO.CC
net charge	0
energy relative to the best compared isomer or geometry (same formula, charge and spin)	19.0	kcal per mole
HOMO level	-0.3472	Ha
Kohn-Sham gap	10.37	eV
electronic energy	-384.8278	Ha

---

# C6F18KN3O12S6

A structure of composition C6F18KN3O12S6 in a non-equilibrium geometry (ωB97M-V/def2-TZVPD, the Open Molecules 2025 dataset).

Geometry as XYZ:
```
46
Properties=species:S:1:pos:R:3:lowdin_charge:R:1
K 1.36468 -0.03376 -1.21496 0.856
C -2.17689 -1.81785 3.04038 -0.600
F -2.80477 -0.59362 3.03012 0.102
F -1.48551 -2.04940 4.14486 0.151
F -3.03697 -2.82739 2.89620 0.127
S -1.13111 -1.82328 1.38329 0.701
O -2.16259 -2.00822 0.36895 -0.308
O -0.46829 -0.53964 1.26809 -0.341
N -0.07232 -3.20238 1.75024 -0.274
S 0.35659 -3.59460 0.32717 0.559
O -0.60886 -4.38516 -0.36049 -0.284
O 0.99413 -2.46654 -0.47085 -0.480
C 1.84536 -4.81689 0.77786 -0.546
F 2.56570 -4.47697 1.89867 0.085
F 1.30556 -6.02945 1.16251 0.068
F 2.66139 -4.98697 -0.26506 0.125
C -1.21591 2.88839 -1.61686 -0.570
F -1.65166 3.56372 -2.71253 0.131
F 0.08646 2.60892 -1.83342 0.101
F -1.28166 3.49904 -0.45371 0.180
S -2.26749 1.25936 -1.30231 0.759
O -1.40189 0.06295 -1.55566 -0.331
O -2.71280 1.22544 0.07964 -0.231
N -3.52760 1.46498 -2.53125 -0.093
S -4.52557 0.27988 -2.05066 0.654
O -4.08764 -1.10555 -2.34856 -0.200
O -5.04144 0.51271 -0.71589 -0.214
C -6.06184 0.62155 -3.13923 -0.732
F -6.55174 -0.49266 -3.63602 0.177
F -6.98372 1.30541 -2.51298 0.183
F -5.62315 1.34378 -4.10546 0.165
C 5.23282 2.42008 -1.03268 -0.634
F 5.58939 3.10550 -2.08595 0.147
F 5.43513 1.10054 -1.36347 0.088
F 6.20193 2.66069 -0.14654 0.137
S 3.38215 2.80683 -0.67096 0.726
O 3.34591 4.15034 -0.11291 -0.279
O 2.71732 2.72076 -1.98667 -0.343
N 2.91152 1.43770 0.37039 -0.401
S 3.38804 1.78113 1.73192 0.583
O 4.81924 1.45023 2.03381 -0.328
O 2.80369 3.03126 2.36527 -0.343
C 2.56757 0.26903 2.70772 -0.520
F 2.68541 -0.84697 1.91257 0.073
F 3.32927 0.01194 3.81828 0.086
F 1.29215 0.51515 3.15715 0.090
```

Summary:
multiplicity	2
net charge	-1
energy relative to the best compared isomer or geometry (same formula, charge and spin)	39.4	kcal per mole
HOMO level (spin up / spin down)	-0.2673 / -0.2673	Ha
Kohn-Sham gap (spin up / spin down)	8.70 / 3.87	eV
electronic energy	-6082.2804	Ha

---

# C5H3NO

A cluster of 2 separate species, C5H3NO in total in a non-equilibrium geometry (ωB97M-V/def2-TZVPD, the Open Molecules 2025 dataset).

Geometry as XYZ:
```
10
Properties=species:S:1:pos:R:3:lowdin_charge:R:1
N -0.57472 1.10370 2.45153 0.141
C -0.71107 0.20899 1.72511 -0.267
C -0.93986 -0.92525 0.90558 -0.085
C -0.27930 -1.34617 -0.16545 -0.181
O 0.16437 -1.89538 -1.08240 0.198
H -1.70550 -1.64449 1.17398 0.123
C 1.07781 0.78125 -1.74205 0.004
C 0.91537 1.42520 -0.73867 0.004
H 1.24718 0.23987 -2.64776 0.036
H 0.80571 2.05226 0.12013 0.027
```

Summary:
multiplicity	1
structure (SMILES)	N#CC=C=O.C#C
net charge	0
energy relative to the best compared isomer or geometry (same formula, charge and spin)	60.5	kcal per mole
HOMO level	-0.3645	Ha
Kohn-Sham gap	10.03	eV
electronic energy	-322.1954	Ha

---

# C25H28Br36F9N4OS

A structure of composition C25H28Br36F9N4OS in a non-equilibrium geometry (ωB97M-V/def2-TZVPD, the Open Molecules 2025 dataset).

Geometry as XYZ:
```
104
Properties=species:S:1:pos:R:3:lowdin_charge:R:1
N -0.73413 2.40404 -2.18121 -0.104
N 0.52739 1.80542 -2.33397 0.110
C 1.68031 2.41601 -2.39821 -0.297
N 1.86703 3.76398 -2.26359 0.098
C 2.30317 4.25974 -0.91674 -0.117
C 1.32270 5.30997 -0.31994 -0.024
C 1.33628 5.31977 1.24060 -0.436
F 2.42318 4.69837 1.74113 0.107
F 1.50682 6.64868 1.54896 0.042
C 0.02393 4.92958 1.97322 -0.427
F 0.04972 5.56285 3.17302 -0.045
F -1.08034 5.38586 1.37099 0.143
S -0.21385 3.09504 2.33769 0.807
F -1.50108 3.03741 1.38104 -0.166
F -1.22547 3.48487 3.52291 -0.126
F 0.96122 3.07164 3.38678 -0.141
F 0.72667 2.64455 1.11035 -0.149
F -0.46173 1.55597 2.65480 -0.112
N 2.79562 1.58285 -2.64993 0.071
C 2.66304 0.85462 -3.93311 -0.084
C 2.24973 -0.62015 -3.80253 -0.388
O 2.07665 -1.23441 -4.83389 -0.049
C 2.00309 -1.27613 -2.43424 -0.377
C 0.67645 -1.64900 -2.06867 -0.126
C 0.39985 -2.19982 -0.82189 -0.113
C 1.44497 -2.39115 0.09921 -0.069
C 2.73827 -2.02677 -0.26009 -0.059
C 3.02846 -1.45568 -1.49834 -0.099
H -0.70675 3.19403 -1.53649 0.064
H -0.99355 2.80398 -3.08511 0.093
H 0.49288 0.78551 -2.42110 0.148
H 1.08182 4.27458 -2.65747 0.135
H 2.55732 3.45483 -0.22162 0.118
H 3.23679 4.80608 -1.11160 0.134
H 0.30343 5.24361 -0.73660 0.122
H 1.68098 6.29519 -0.64698 0.141
H 2.96985 0.96483 -1.85717 0.119
H 1.86534 1.34760 -4.51258 0.141
H 3.55923 0.90675 -4.56690 0.118
H -0.17217 -1.48944 -2.73980 0.128
H -0.59855 -2.49289 -0.50041 0.094
H 1.27397 -2.83116 1.07998 0.115
H 3.57397 -2.17571 0.42433 0.120
H 4.03155 -1.13262 -1.79191 0.085
C 2.36847 -5.14457 -3.03541 -1.559
Br 2.11783 -6.53446 -4.34868 0.599
Br 4.01713 -5.36475 -2.05692 0.552
Br 2.22541 -3.39004 -3.79587 0.963
H 1.56853 -5.21266 -2.32694 -0.145
C -0.25675 -7.24644 0.18618 -1.610
Br -0.56721 -8.64410 -1.10181 0.587
Br 1.38264 -7.51776 1.16261 0.581
Br -0.31567 -5.49524 -0.63004 0.663
H -1.06649 -7.28871 0.90364 -0.107
C 7.99742 -6.66105 -1.96602 -1.617
Br 7.03102 -6.06974 -0.40646 0.545
Br 7.30000 -8.31153 -2.66918 0.594
Br 8.05244 -5.28256 -3.31715 0.586
H 9.01529 -6.85225 -1.65487 -0.027
C -2.17015 -8.44036 4.18470 -1.628
Br -2.46351 -9.82387 2.87902 0.581
Br -0.53166 -8.70755 5.16319 0.586
Br -2.24782 -6.68430 3.38157 0.581
H -2.98202 -8.49877 4.89895 -0.134
C 7.92811 -1.40239 -3.67049 -1.630
Br 8.55417 -1.02815 -1.88631 0.578
Br 6.09964 -0.81848 -3.92864 0.588
Br 9.10289 -0.67064 -5.00781 0.600
H 7.93502 -2.47772 -3.79416 -0.101
C 0.05908 9.11742 3.30086 -1.620
Br 1.10395 9.28844 4.90855 0.583
Br -1.71134 9.85473 3.51523 0.592
Br 0.97199 9.86468 1.77261 0.580
H -0.06018 8.05948 3.11292 -0.067
C -4.92779 1.31143 -1.51633 -1.594
Br -5.32756 0.09845 -2.95839 0.581
Br -3.13738 2.03868 -1.67943 0.711
Br -6.26224 2.69638 -1.35165 0.579
H -4.95230 0.73617 -0.60029 -0.028
C 3.52565 6.11961 5.40870 -1.595
Br 4.67236 4.65523 5.91615 0.590
Br 4.18570 7.03532 3.84418 0.582
Br 1.69472 5.54710 5.18814 0.695
H 3.54142 6.83246 6.22230 -0.027
C -9.85044 2.36737 -3.31855 -1.655
Br -11.58621 1.62253 -3.69944 0.582
Br -8.62795 2.12187 -4.78974 0.544
Br -9.96362 4.21878 -2.78885 0.559
H -9.44677 1.82093 -2.47672 -0.044
C -3.59324 11.09061 0.03791 -1.650
Br -3.09996 9.40215 -0.76100 0.530
Br -2.15132 12.36554 -0.04386 0.562
Br -5.21694 11.79463 -0.72330 0.585
H -3.78913 10.89967 1.08436 -0.052
C -6.00948 -9.64394 6.61223 -1.610
Br -7.23932 -10.76588 5.64297 0.589
Br -4.47325 -10.62717 7.23710 0.590
Br -5.48626 -8.10382 5.57290 0.614
H -6.53126 -9.27554 7.48501 -0.027
C -6.03996 -8.51843 1.43216 -1.642
Br -7.81830 -9.20816 1.15991 0.581
Br -4.84862 -9.02120 0.00051 0.545
Br -6.04808 -6.60986 1.71848 0.540
H -5.65712 -8.97300 2.33796 -0.068
```

Summary:
multiplicity	1
net charge	+1
energy relative to the best compared isomer or geometry (same formula, charge and spin)	0.0	kcal per mole
HOMO level	-0.4045	Ha
Kohn-Sham gap	6.96	eV
electronic energy	-95224.6134	Ha

---

# C5H8NO

A cluster of 2 separate species, C5H8NO in total in a non-equilibrium geometry (ωB97M-V/def2-TZVPD, the Open Molecules 2025 dataset).

Geometry as XYZ:
```
15
Properties=species:S:1:pos:R:3:lowdin_charge:R:1
C -2.60180 0.85186 -0.46731 -0.053
C 1.11563 -1.34987 -0.83560 -0.098
C -1.49769 0.69223 0.16345 -0.320
C 1.02169 -0.45402 0.17235 -0.217
C 2.03328 0.50677 0.78052 -0.142
N -1.05190 -0.50629 0.82539 -0.171
O -1.50898 -1.59505 0.23780 -0.320
H -2.77039 1.77346 -0.92016 0.007
H -3.20718 -0.07833 -0.44359 0.056
H 0.13250 -1.77870 -1.02984 0.000
H 2.06091 -1.67781 -1.49093 0.064
H -0.77846 1.45953 0.37191 0.073
H 2.92337 -0.07202 1.04897 0.056
H 1.76771 1.04091 1.59969 0.005
H 2.36131 1.18733 -0.01265 0.060
```

Summary:
multiplicity	1
net charge	-1
energy relative to the best compared isomer or geometry (same formula, charge and spin)	98.0	kcal per mole
HOMO level (spin up / spin down)	-0.0799 / -0.0799	Ha
Kohn-Sham gap (spin up / spin down)	6.27 / 6.27	eV
electronic energy	-325.1208	Ha

---

# C4H8N2O

An isolated molecule of C4H8N2O (ωB97M-V/def2-TZVPD, the Open Molecules 2025 dataset).

Geometry as XYZ:
```
15
Properties=species:S:1:pos:R:3:lowdin_charge:R:1
N -1.80655 -0.45755 -1.35806 0.169
C -1.09170 0.56888 -0.81864 -0.552
O -0.70204 1.52106 -1.47435 0.041
C -0.77310 0.41588 0.66201 -0.126
N 0.34179 -0.51859 0.88376 -0.104
C 1.62724 0.07328 1.21658 -0.146
C 1.41659 -0.55786 -0.10330 -0.145
H -1.89614 -0.48040 -2.36256 0.110
H -1.97277 -1.30593 -0.83967 0.105
H -0.54779 1.41871 1.03958 0.120
H -1.64501 0.03245 1.20638 0.115
H 1.68590 1.16215 1.22654 0.109
H 2.19843 -0.42592 1.99501 0.100
H 1.35658 0.10526 -0.96468 0.102
H 1.80860 -1.55145 -0.30861 0.102
```

Summary:
multiplicity	1
structure (SMILES)	NC(=O)CN1CC1
net charge	0
energy relative to the best compared isomer or geometry (same formula, charge and spin)	43.4	kcal per mole
HOMO level	-0.3380	Ha
Kohn-Sham gap	10.21	eV
electronic energy	-341.9345	Ha